Here is a cluster of 11 separate species, C26H79N5O11 in total at a distorted geometry from OMol25. Energies are from wB97M-V/def2-TZVPD.

Geometry as XYZ:
```
121
Properties=species:S:1:pos:R:3:mulliken_charge:R:1
C 0.846 1.530 -3.947 -0.13
O 1.594 0.362 -3.677 -0.57
H 0.191 1.805 -3.121 -0.21
H 1.496 2.347 -4.258 0.35
H 0.166 1.256 -4.754 0.17
H 1.345 0.125 -2.780 0.55
C -3.820 0.765 0.257 0.19
O -4.288 -0.390 0.991 -0.60
H -3.590 0.575 -0.791 -0.15
H -4.635 1.488 0.247 0.42
H -2.901 1.210 0.640 -0.24
H -5.144 -0.592 0.606 0.31
C -0.260 0.180 -0.501 -0.72
O 0.814 -0.401 -1.225 -0.50
H -1.237 -0.096 -0.899 0.32
H -0.364 -0.121 0.542 0.35
H -0.193 1.265 -0.581 0.12
H 1.635 -0.354 -0.729 0.10
C -2.184 -1.849 2.870 -0.64
O -2.775 -0.540 2.979 -0.42
H -1.207 -1.895 3.351 0.29
H -2.756 -2.651 3.337 0.22
H -2.042 -2.137 1.829 0.29
H -3.339 -0.429 2.210 0.32
C -0.821 4.312 -1.103 -0.35
O 0.441 4.300 -0.432 -0.41
H -1.178 5.303 -1.384 0.40
H -0.750 3.632 -1.952 -0.05
H -1.500 3.818 -0.407 0.12
H 0.463 5.058 0.157 0.25
C 4.268 -0.186 0.313 -0.88
O 2.875 -0.331 0.802 -0.44
H 4.968 -0.297 1.141 0.37
H 4.503 -0.993 -0.381 0.29
H 4.569 0.681 -0.275 0.32
H 2.715 0.442 1.349 0.41
C 5.638 -3.487 -4.419 -1.48
C 4.172 -3.909 -4.511 0.26
C 3.153 -3.390 -3.459 -0.29
O 3.319 -3.922 -2.164 -0.43
C 2.284 -3.522 -1.270 -0.49
N 3.841 -3.364 -5.802 -0.78
H 6.311 -3.839 -5.201 0.45
H 5.991 -3.861 -3.458 0.31
H 5.772 -2.409 -4.325 0.39
H 3.883 -4.958 -4.583 0.27
H 2.166 -3.665 -3.830 0.36
H 3.196 -2.303 -3.396 0.09
H 2.539 -3.908 -0.283 0.27
H 1.318 -3.932 -1.567 0.42
H 2.228 -2.448 -1.091 0.16
H 4.133 -2.405 -5.683 0.32
H 4.542 -3.703 -6.445 0.28
C -0.705 3.343 2.769 -0.75
C -2.114 3.756 3.382 0.23
C -3.033 2.506 3.797 -0.04
O -4.236 2.871 4.556 -0.44
C -5.183 1.792 4.738 -0.61
N -1.977 4.567 4.521 -0.82
H 0.008 2.939 3.488 0.46
H -0.188 4.228 2.397 0.26
H -0.797 2.697 1.896 -0.34
H -2.631 4.353 2.631 0.37
H -2.416 1.817 4.375 0.41
H -3.381 2.061 2.865 -0.31
H -5.411 1.264 3.812 0.16
H -6.147 2.130 5.117 0.30
H -4.780 1.050 5.428 0.29
H -2.933 4.539 4.844 0.40
H -1.606 3.990 5.263 0.32
C -1.639 -5.562 4.972 -1.38
C -1.803 -6.121 3.564 0.46
C -0.671 -5.733 2.631 -0.84
O -0.823 -4.417 2.212 -0.21
C 0.358 -3.796 1.922 -0.74
N -1.848 -7.551 3.646 -0.77
H -0.814 -6.023 5.515 0.35
H -2.450 -5.880 5.627 0.39
H -1.537 -4.476 4.953 0.28
H -2.749 -5.795 3.130 0.30
H -0.593 -6.384 1.760 0.33
H 0.249 -5.950 3.173 0.43
H 0.882 -3.685 2.871 0.38
H 0.405 -2.742 1.646 0.14
H 0.851 -4.290 1.085 0.29
H -0.913 -7.773 3.957 0.31
H -1.945 -7.944 2.721 0.29
C -2.806 -0.138 -4.148 -1.21
C -3.805 0.938 -4.310 0.89
C -3.470 2.007 -5.363 -1.00
O -2.184 2.605 -5.164 -0.12
C -1.547 3.081 -6.318 -0.88
N -5.039 0.200 -4.542 -0.76
H -3.136 -0.953 -3.504 0.47
H -1.897 0.183 -3.640 -0.15
H -2.398 -0.540 -5.076 0.37
H -3.748 1.441 -3.344 0.13
H -4.244 2.769 -5.268 0.27
H -3.457 1.517 -6.336 0.44
H -0.644 3.503 -5.878 0.21
H -2.112 3.874 -6.807 0.34
H -1.348 2.296 -7.047 0.37
H -4.987 -0.562 -3.881 0.35
H -4.973 -0.267 -5.435 0.31
C 4.219 1.945 3.410 -1.39
C 2.951 2.672 2.723 0.27
C 3.337 3.536 1.531 -0.11
O 4.412 4.335 2.001 -0.38
C 4.912 5.082 0.920 -0.77
N 1.988 1.653 2.301 -0.20
H 3.757 1.103 3.924 0.41
H 4.823 2.574 4.064 0.37
H 4.922 1.475 2.722 0.25
H 2.610 3.395 3.464 0.35
H 2.512 4.159 1.183 0.12
H 3.565 2.872 0.697 0.23
H 4.199 5.785 0.489 0.28
H 5.195 4.436 0.088 0.31
H 5.738 5.674 1.315 0.29
H 1.187 2.046 1.826 -0.34
H 1.647 1.354 3.203 0.38
```

Output
Structure (SMILES) ... COC[C@H](C)N.COC[C@H](C)N.COC[C@H](C)N.COC[C@H](C)N.COC[C@H](C)N.CO.CO.CO.CO.CO.CO
E_tot ... -58207.969 eV
ΔE to the lowest compared entry with this formula, charge and spin ... 401.9 kJ/mol
Orbital gap ... 9.14 eV

***

Here is a cluster of 14 separate species, C26H80N8O14 in total at a distorted geometry from OMol25. Energies are from wB97M-V/def2-TZVPD.

Geometry as XYZ:
```
128
Properties=species:S:1:pos:R:3:mulliken_charge:R:1
C 0.842 1.232 -2.496 -0.37
O 1.320 1.764 -1.276 0.89
H 0.567 0.202 -2.457 -0.30
H 1.652 1.398 -3.307 0.16
H -0.087 1.759 -2.757 0.09
H 2.168 1.339 -1.077 -0.96
C 1.382 -0.385 2.945 -0.08
O 0.823 0.793 2.403 -0.38
H 0.619 -1.065 3.333 -0.05
H 2.018 -0.176 3.826 0.35
H 1.855 -0.889 2.189 -0.26
H 0.458 0.519 1.574 0.31
C -3.987 2.345 -0.342 -1.15
O -2.799 1.914 0.332 -0.37
H -3.898 2.644 -1.378 0.38
H -4.307 3.229 0.204 0.38
H -4.754 1.628 -0.375 0.36
H -3.016 1.629 1.195 0.04
C -2.401 0.720 3.398 -0.26
O -3.290 0.324 2.391 -0.73
H -1.629 1.358 2.973 -0.12
H -1.889 -0.159 3.725 0.20
H -2.906 1.213 4.188 0.46
H -2.856 -0.351 1.842 0.31
C -0.697 -0.825 0.276 1.72
O -1.969 -1.309 0.522 -1.48
N -0.499 0.490 0.174 2.30
N 0.356 -1.598 0.051 3.22
H -1.375 1.034 0.163 -1.06
H 0.287 0.908 -0.408 -1.07
H 0.385 -2.577 0.294 -1.06
H 1.313 -1.242 -0.141 -0.71
C 3.647 -0.327 -0.205 0.33
O 4.105 -0.232 1.133 -0.76
N 3.739 0.596 -1.127 -0.53
N 3.150 -1.445 -0.622 -0.34
H 4.097 1.505 -0.871 0.52
H 3.747 0.415 -2.184 0.22
H 3.050 -2.261 0.110 0.09
H 2.793 -1.643 -1.536 -0.14
C -1.284 -4.384 -1.596 0.26
O -1.004 -3.320 -2.466 -0.38
N -1.771 -4.197 -0.432 0.21
N -1.195 -5.654 -1.918 -0.39
H -1.786 -3.241 -0.039 -0.62
H -2.018 -4.979 0.189 0.02
H -0.904 -5.849 -2.949 0.36
H -1.646 -6.400 -1.374 0.17
C 1.944 -3.633 1.788 0.20
O 1.696 -3.341 3.112 -0.68
N 3.030 -3.315 1.118 -0.17
N 1.102 -4.206 1.009 -0.39
H 3.727 -2.961 1.759 0.36
H 3.435 -4.062 0.497 0.40
H 0.265 -4.436 1.498 0.05
H 1.310 -4.746 0.195 0.22
C -2.696 0.738 -3.265 -2.12
C -2.429 -0.741 -2.955 2.73
C -3.482 -1.232 -1.995 -0.60
O -2.314 -1.463 -3.965 -0.75
H -2.376 1.363 -2.428 0.44
H -3.671 0.879 -3.569 0.63
H -2.091 1.078 -4.097 0.38
H -1.394 -0.868 -2.588 -1.08
H -3.128 -2.194 -1.601 -0.43
H -4.403 -1.567 -2.486 0.50
H -3.739 -0.531 -1.226 -0.08
H -2.005 -2.321 -3.693 0.47
C 3.163 4.362 -0.850 -0.51
C 3.992 3.703 0.186 0.40
C 3.216 2.907 1.236 -1.35
O 4.821 2.908 -0.247 -0.72
H 2.158 4.547 -0.459 -0.36
H 3.138 3.763 -1.789 0.11
H 3.584 5.307 -1.127 0.47
H 4.577 4.430 0.758 0.37
H 2.395 2.287 0.879 0.28
H 2.633 3.542 1.956 0.38
H 3.864 2.240 1.806 0.42
H 5.247 2.284 0.393 0.43
C 0.296 4.925 -2.384 -1.99
C -0.654 4.373 -1.293 2.87
C -1.349 5.503 -0.619 -1.36
O -1.467 3.559 -1.757 -0.60
H -0.205 5.440 -3.176 0.55
H 0.877 4.115 -2.846 0.19
H 0.845 5.669 -1.875 0.44
H -0.073 3.937 -0.509 -1.13
H -0.701 6.190 -0.083 0.39
H -2.029 5.124 0.168 0.21
H -1.934 6.169 -1.249 0.36
H -1.840 3.130 -0.976 -0.23
C -1.513 -3.395 2.870 0.13
C -1.533 -4.858 3.180 0.33
C -2.878 -5.441 2.939 -1.77
O -0.722 -5.541 2.581 -0.58
H -0.664 -2.862 3.372 -0.03
H -2.437 -2.978 3.349 0.55
H -1.505 -3.086 1.880 -0.29
H -1.261 -5.055 4.190 0.61
H -3.220 -5.257 1.917 0.24
H -3.630 -5.120 3.614 0.45
H -2.962 -6.503 3.121 0.41
H -0.049 -5.872 3.217 0.39
C 2.854 -2.912 -4.479 -1.96
C 1.681 -3.195 -3.538 0.90
C 2.162 -4.205 -2.510 -0.75
O 1.362 -2.211 -2.823 0.04
H 2.548 -2.176 -5.207 0.40
H 3.076 -3.828 -5.009 0.43
H 3.726 -2.640 -3.961 0.45
H 0.799 -3.518 -4.127 0.42
H 1.328 -4.716 -2.008 -0.10
H 2.885 -3.793 -1.742 -0.04
H 2.770 -5.010 -2.872 0.63
H 0.435 -2.320 -2.557 -0.38
C -1.756 5.905 2.919 -1.41
C -0.990 4.640 3.368 0.56
C -0.277 3.959 2.245 -0.03
O -0.136 4.859 4.236 -0.56
H -2.152 6.586 3.659 0.43
H -2.751 5.593 2.407 0.21
H -1.304 6.543 2.215 0.33
H -1.703 3.918 3.794 0.10
H -0.932 3.360 1.593 -0.43
H 0.420 3.220 2.670 -0.14
H 0.329 4.582 1.645 0.60
H 0.255 4.016 4.503 0.41
```

Output
E_tot ... -68836.461 eV
ΔE to the lowest compared entry with this formula, charge and spin ... 115.1 kJ/mol
Orbital gap ... 8.46 eV